[1]
Density functional theory data (wB97M-V/def2-TZVPD) for a gas-phase ion, C6H6N3S (charge +1).

Output
**Structure (SMILES)**: C1=[NH+]c2scnc2[C@@H]2CN12
**Gap between HOMO and LUMO**: 8.72 eV
**Total energy**: -794.3517 hartree
**Energy relative to the best compared isomer or geometry (same formula, charge and spin)**: 39.5 kcal per mole

```
! RIJCOSX wB97M-V def2-TZVPD def2/J DEFGRID3
* xyz 1 1
C -1.219 -1.482 -0.354
N 0.102 -1.717 -0.142
C 0.978 -0.653 0.033
S 2.691 -0.688 0.282
C 2.690 1.032 0.047
N 1.593 1.579 -0.340
C 0.564 0.662 -0.256
C -0.808 1.078 -0.304
C -1.688 0.720 0.773
N -1.777 -0.326 -0.258
H -1.737 -2.263 -0.687
H 0.382 -2.666 -0.330
H 3.523 1.586 0.186
H -1.189 1.775 -1.057
H -1.396 0.266 1.662
H -2.708 1.098 0.746
*
```


[2]
Density functional theory data (wB97M-V/def2-TZVPD) for 2 unconnected molecules or ions with the total composition C9H14O2.

Output
**Structure (SMILES)**: Cc1ccc(O)cc1.CCO
**Gap between HOMO and LUMO**: 9.17 eV
**Total energy**: -501.7503 hartree
**Energy relative to the best compared isomer or geometry (same formula, charge and spin)**: 53.9 kcal per mole

```
! RIJCOSX wB97M-V def2-TZVPD def2/J DEFGRID3
* xyz 0 1
C -1.437 -0.762 2.426
C -0.337 -0.865 1.380
C -0.626 -1.439 0.193
C 0.408 -1.436 -0.763
C 1.710 -1.269 -0.344
O 2.704 -1.613 -1.226
C 2.012 -0.840 0.973
C 0.983 -0.525 1.797
H -1.224 -1.394 3.332
H -2.389 -0.899 1.919
H -1.598 0.324 2.657
H -1.720 -1.595 -0.181
H 0.251 -1.743 -1.845
H 2.472 -1.458 -2.142
H 3.075 -0.826 1.182
H 1.104 -0.164 2.865
C -0.823 1.574 -0.469
C -0.145 1.973 -1.765
O -0.741 1.385 -2.940
H -0.122 1.532 0.409
H -1.473 0.726 -0.503
H -1.400 2.478 -0.223
H -0.143 3.088 -1.979
H 0.967 1.784 -1.701
H -1.508 1.963 -3.051
*
```


[3]
Density functional theory data (wB97M-V/def2-TZVPD) for a molecular structure, C6H8O2.

Output
**Gap between HOMO and LUMO**: 8.78 eV
**Total energy**: -383.7135 hartree
**Energy relative to the best compared isomer or geometry (same formula, charge and spin)**: 123.4 kcal per mole

```
! RIJCOSX wB97M-V def2-TZVPD def2/J DEFGRID3
* xyz 0 1
C 1.298 1.230 -0.505
C 0.786 -0.091 0.003
C -0.413 -1.128 -0.408
C -2.215 0.223 -0.172
C -1.498 0.420 0.915
C -0.313 -0.587 0.923
H 0.455 1.977 -1.001
H 1.737 0.615 -1.281
H 2.003 1.646 0.211
H 2.653 -0.646 -0.651
H -0.080 -2.195 -0.475
H -3.080 0.447 -0.682
H -1.565 0.921 1.869
H -0.127 -1.078 1.990
O 1.902 -0.986 0.244
O -1.544 -0.768 -0.980
*
```


[4]
Density functional theory data (wB97M-V/def2-TZVPD) for 2 unconnected molecules or ions with the total composition C7H11ClSi.

Output
**Gap between HOMO and LUMO (alpha / beta)**: 6.45 / 6.45 eV
**Total energy**: -1022.7421 hartree
**Energy relative to the best compared isomer or geometry (same formula, charge and spin)**: 142.8 kcal per mole

```
! RIJCOSX wB97M-V def2-TZVPD def2/J DEFGRID3
* xyz 0 1
C 3.788 0.202 -1.439
C 2.671 0.141 -1.023
C -1.599 1.186 -1.261
C -0.829 0.174 -0.869
C -0.608 1.691 1.881
C -0.296 -1.649 1.734
C -0.260 -0.980 -1.675
Si -0.264 0.059 0.928
Cl -1.091 -2.597 -1.509
H 4.874 0.364 -1.455
H -2.009 1.988 -0.590
H -1.695 1.250 -2.335
H 0.258 2.087 2.211
H -1.122 2.374 1.240
H -1.235 1.582 2.737
H -1.328 -2.091 1.845
H 0.300 -2.264 1.253
H -0.136 -1.575 2.710
H -0.227 -0.780 -2.844
H 0.808 -1.162 -1.536
*
```


[5]
Density functional theory data (wB97M-V/def2-TZVPD) for a molecular structure, C32H34KN10O3S2.

Output
**Gap between HOMO and LUMO (alpha / beta)**: 4.00 / 6.14 eV
**<S²>**: 0.771
**Total energy**: -3409.5792 hartree
**Energy relative to the best compared isomer or geometry (same formula, charge and spin)**: 0.0 kcal per mole

```
! RIJCOSX wB97M-V def2-TZVPD def2/J DEFGRID3
* xyz -2 2
K 0.311 -0.693 -1.678
N -3.548 -0.204 -1.944
C -3.580 0.347 -3.299
C -2.317 1.134 -3.618
C -2.097 2.354 -2.733
C -0.698 2.948 -2.862
N 0.268 2.123 -2.147
H -2.710 -0.777 -1.860
H -4.300 -0.877 -1.837
H -4.449 1.013 -3.379
H -3.697 -0.436 -4.062
H -2.373 1.457 -4.665
H -1.456 0.463 -3.582
H -2.259 2.097 -1.684
H -2.841 3.121 -2.978
H -0.708 3.990 -2.506
H -0.411 2.976 -3.920
H 0.108 2.195 -1.141
H 1.220 2.433 -2.305
O 1.990 -1.501 -0.194
N 3.127 -1.063 0.248
C 3.278 -0.957 1.587
C 4.447 -0.503 2.149
C 5.490 -0.140 1.297
C 5.315 -0.243 -0.062
C 4.117 -0.704 -0.643
S 3.838 -0.800 -2.320
H 2.391 -1.254 2.126
H 4.514 -0.419 3.224
H 6.428 0.231 1.694
H 6.101 0.042 -0.748
S -0.572 4.828 6.183
N -1.823 4.230 5.244
C -1.212 3.695 4.164
C -1.898 3.058 3.077
C -3.295 2.919 3.069
C -3.900 2.305 2.000
C -3.106 1.843 0.942
N -1.789 1.955 0.925
C -1.180 2.540 1.970
C 0.281 2.635 1.962
N 0.958 2.114 0.922
C 2.273 2.176 0.929
C 3.013 2.757 1.966
C 2.341 3.298 3.033
C 0.937 3.248 3.054
C 0.186 3.792 4.153
N 0.734 4.406 5.219
H -3.855 3.301 3.914
H -4.974 2.170 1.956
H -3.551 1.355 0.078
H 2.783 1.736 0.076
H 4.094 2.752 1.914
H 2.847 3.760 3.871
N -1.492 -1.412 0.679
C -0.722 -1.891 1.715
C -0.150 -3.166 1.662
C 0.641 -3.618 2.701
C 0.892 -2.823 3.814
C 0.337 -1.552 3.863
C -0.462 -1.087 2.832
H -2.029 -0.574 0.834
H -1.944 -2.108 0.090
H -0.319 -3.785 0.788
H 1.082 -4.606 2.625
H 1.524 -3.183 4.616
H 0.529 -0.901 4.708
H -0.877 -0.085 2.873
C 1.363 -3.756 -4.969
N 0.206 -3.788 -4.096
C -0.161 -4.946 -3.474
C -1.115 -4.968 -2.534
C -1.721 -3.699 -2.122
O -2.542 -3.661 -1.187
N -1.336 -2.567 -2.761
C -0.405 -2.573 -3.737
O -0.018 -1.537 -4.286
H 1.391 -4.671 -5.565
H 2.286 -3.659 -4.392
H 1.277 -2.892 -5.621
H 0.375 -5.832 -3.794
H -1.403 -5.884 -2.040
*
```


[6]
Density functional theory data (wB97M-V/def2-TZVPD) for a molecular structure, C22H31BN6OZn.

Output
**Gap between HOMO and LUMO**: 5.89 eV
**Total energy**: -3064.8783 hartree
**Energy relative to the best compared isomer or geometry (same formula, charge and spin)**: 0.0 kcal per mole

```
! RIJCOSX wB97M-V def2-TZVPD def2/J DEFGRID3
* xyz 0 1
H -0.962 3.721 -0.638
N -0.341 2.170 -1.937
B 0.439 0.676 -3.770
N 0.397 2.062 -3.063
C 0.903 3.278 -3.328
Zn -1.159 -0.826 -0.994
H 1.534 3.426 -4.192
C 0.429 4.172 -2.373
H 0.643 5.224 -2.313
C -0.382 3.436 -1.506
H 0.862 0.804 -4.882
C -1.671 -2.598 -0.339
H -1.870 -2.486 0.731
H -0.898 -3.349 -0.507
H -2.586 -2.880 -0.872
N -1.019 0.096 -3.765
N 1.306 -0.323 -2.961
N -1.736 -0.300 -2.583
N 0.879 -0.814 -1.742
C -1.799 -0.099 -4.832
C 2.495 -0.868 -3.286
H -1.412 0.137 -5.811
H 2.974 -0.612 -4.219
C -3.026 -0.592 -4.423
C 2.837 -1.776 -2.289
C -2.958 -0.698 -3.027
C 1.791 -1.720 -1.352
H -3.863 -0.838 -5.050
H 3.715 -2.394 -2.243
H -3.724 -1.061 -2.346
H 1.671 -2.293 -0.439
H -0.778 1.336 -1.554
C 0.739 3.071 1.809
C -0.433 2.541 2.635
C -1.751 2.587 1.866
C -0.145 1.154 3.205
C -0.050 1.003 4.575
C 0.247 -0.229 5.156
C 0.504 -1.322 4.333
C 0.412 -1.229 2.952
C 0.765 -2.448 2.113
C 2.269 -2.729 2.138
C 0.006 -3.694 2.569
C -0.013 0.009 2.328
O -0.281 0.091 1.071
H 0.953 2.385 0.982
H 1.634 3.149 2.437
H 0.506 4.062 1.403
H -0.540 3.201 3.507
H -1.683 1.915 1.004
H -2.572 2.241 2.504
H -1.969 3.606 1.525
H -0.206 1.880 5.211
H 0.297 -0.330 6.240
H 0.785 -2.283 4.773
H 0.455 -2.214 1.091
H 2.594 -2.973 3.159
H 2.513 -3.578 1.487
H 2.834 -1.854 1.796
H -1.072 -3.499 2.588
H 0.191 -4.524 1.876
H 0.326 -4.002 3.572
*
```